Entry 1:
Density functional theory data (the ωB97M-V functional and the def2-TZVPD basis) for 2 unconnected molecules or ions with the total composition C5H7N3O2.

As for the spin multiplicity: 1. The value obtained for the HOMO energy (spin up / spin down) is -8.30 / -8.30 eV. The LUMO energy (spin up / spin down) is -0.19 / -0.19 eV. Its relative energy (zero: lowest compared OMol25 entry of this formula, charge and spin) is 118.93 kcal per mole. Its net charge is 0. The HOMO-LUMO gap (spin up / spin down) is 8.109 / 8.110 eV.

Each line ends with the Mulliken charge.
CARTESIAN COORDINATES (ANGSTROEM)
C  1.94140  -1.00701  0.10118  -0.56
C  2.21063  -0.03700  -0.90304  -0.10
C  0.87068  -0.48754  0.79496  -0.48
C  -2.54668  -1.09111  -0.11271  0.08
C  -0.28022  1.54609  0.79589  -0.19
N  1.47061  0.99348  -0.74052  -1.00
N  0.59346  0.73711  0.26211  0.82
N  -2.16569  0.07324  -0.74694  0.04
O  -2.76853  -1.28044  1.06140  -0.52
O  -2.07965  1.13285  0.00614  -0.50
H  2.58499  -1.95862  0.24206  0.28
H  2.80387  -0.02021  -1.77133  0.48
H  0.29633  -0.96468  1.47596  0.57
H  -2.74840  -1.76032  -1.00832  0.27
H  -0.39154  2.49323  0.21306  0.27
H  -0.48801  1.43092  1.82448  0.31
H  -2.30600  0.20682  -1.74576  0.22

Entry 2:
Density functional theory data (the ωB97M-V functional and the def2-TZVPD basis) for a molecular structure, C41H62N2OP3RuSi.

As for the spin multiplicity: 1. The value obtained for the HOMO energy (spin up / spin down) is -16.37 / -16.38 eV. The LUMO energy (spin up / spin down) is -10.94 / -10.75 eV. Its net charge is +3. The HOMO-LUMO gap (spin up / spin down) is 5.430 / 5.624 eV.

Each line ends with the Mulliken charge.
CARTESIAN COORDINATES (ANGSTROEM)
Ru  -0.14707  -0.09636  0.09745  -0.51
C  -3.60557  2.53727  0.54736  -1.35
C  -2.56265  2.66359  1.65113  0.06
C  -1.65610  3.86186  1.41324  -1.37
P  -1.55962  1.09429  1.88877  0.75
C  -2.83561  -0.02800  2.71774  0.73
C  -2.93915  -1.32534  1.91040  -1.48
C  -2.61835  -0.32446  4.19961  -1.55
C  -0.40794  1.66602  3.18967  -0.32
C  -0.84255  2.19712  4.39972  -0.84
C  0.07521  2.55776  5.37219  -1.01
C  1.43397  2.39673  5.15233  -0.89
C  1.87811  1.92382  3.92895  -0.70
C  0.96621  1.58172  2.93824  0.91
Si  1.58299  1.18748  1.18361  0.53
C  1.50245  2.76625  0.08359  0.10
C  1.74712  4.01577  0.64332  -0.34
C  1.68401  5.15740  -0.14109  -0.98
C  1.35916  5.06479  -1.48507  -0.92
C  1.08216  3.82948  -2.05054  -0.26
C  1.15647  2.67655  -1.27622  0.29
P  0.88980  0.99902  -1.94913  0.30
C  2.48304  0.67203  -2.90188  0.54
C  3.62408  0.43700  -1.92122  -1.44
C  2.89132  1.78792  -3.85586  -1.66
C  -0.51889  0.96305  -3.19580  1.33
C  -1.66647  1.77457  -2.59543  -1.48
C  -0.26162  1.30865  -4.65830  -1.82
C  3.11123  0.04047  1.21355  0.48
C  4.36733  0.58965  1.43533  -0.14
C  5.49191  -0.21899  1.45249  -1.05
C  5.36713  -1.57974  1.22551  -0.94
C  4.11958  -2.14179  0.99620  -0.35
C  2.98105  -1.34098  0.99915  -0.87
P  1.30177  -2.01342  0.73525  1.43
C  1.48707  -3.37769  -0.51761  0.27
C  1.93016  -2.78389  -1.85172  -1.20
C  0.16452  -4.12585  -0.65525  -1.70
C  0.90353  -2.88688  2.33760  0.53
C  0.76700  -1.83099  3.42714  -1.30
C  1.91858  -3.95532  2.71670  -1.71
H  -4.36679  3.30396  0.67438  0.49
H  -4.10121  1.56646  0.55256  0.35
H  -3.14600  2.69328  -0.42465  0.18
H  -3.07055  2.77326  2.61999  0.68
H  -1.11523  3.75306  0.47463  0.07
H  -0.93694  3.98682  2.21969  0.30
H  -2.25585  4.76681  1.35607  0.58
H  -3.78712  0.50603  2.61104  0.99
H  -1.95592  -1.78683  1.76667  0.04
H  -3.37847  -1.12929  0.93343  0.18
H  -3.57961  -2.03517  2.42929  0.71
H  -1.60680  -0.64319  4.43066  0.22
H  -3.29064  -1.13075  4.48368  0.54
H  -2.86678  0.52135  4.83086  0.38
H  -1.89236  2.34659  4.59648  0.49
H  -0.27273  2.95303  6.31349  0.48
H  2.14613  2.65294  5.92098  0.50
H  2.93646  1.82236  3.74245  0.49
H  1.98466  4.10166  1.69357  0.51
H  1.87686  6.12164  0.30200  0.51
H  1.31969  5.95435  -2.09529  0.52
H  0.80990  3.76671  -3.09391  0.44
H  2.28242  -0.24553  -3.46813  0.83
H  3.82312  1.33818  -1.34279  0.36
H  4.53119  0.19642  -2.46910  0.67
H  3.41503  -0.38238  -1.24072  -0.11
H  3.14540  2.69465  -3.31417  0.36
H  2.15028  2.01821  -4.60997  0.38
H  3.78894  1.45918  -4.37738  0.53
H  -0.78819  -0.10701  -3.17178  -0.23
H  -1.40848  2.82756  -2.51899  0.48
H  -1.90167  1.40342  -1.59005  -0.06
H  -2.55573  1.70023  -3.21681  0.69
H  0.03381  2.34324  -4.79757  0.29
H  -1.18469  1.15867  -5.21650  0.50
H  0.48337  0.64988  -5.09751  0.49
H  4.46689  1.65411  1.58494  0.59
H  6.46289  0.21650  1.63270  0.50
H  6.24420  -2.20723  1.21840  0.53
H  4.05342  -3.20311  0.81055  0.50
H  2.26006  -4.06076  -0.14975  0.92
H  1.25680  -1.96940  -2.14478  0.00
H  1.90393  -3.54655  -2.62660  0.63
H  2.94811  -2.40435  -1.79419  0.24
H  -0.62845  -3.43679  -0.94789  0.08
H  -0.11659  -4.61962  0.27138  0.38
H  0.25998  -4.88961  -1.42305  0.63
H  -0.07429  -3.35926  2.17556  0.63
H  1.71831  -1.33786  3.61892  0.14
H  0.43441  -2.29211  4.35368  0.82
H  0.03750  -1.07242  3.12839  -0.25
H  2.90370  -3.52719  2.88407  0.39
H  1.98737  -4.74230  1.97037  0.41
H  1.59909  -4.42089  3.64704  0.51
N  -1.58755  -1.09518  -0.92025  -0.04
C  -2.49120  -1.56498  -1.49109  -0.09
N  -3.50637  -2.08458  -2.07210  0.25
C  -3.89429  -3.47305  -1.88315  -0.51
C  -3.74090  -4.21639  -3.23057  -0.57
O  -4.41327  -3.54622  -4.25461  -0.36
C  -3.99125  -2.22911  -4.44464  -0.58
C  -4.21765  -1.41812  -3.14873  -0.38
H  -4.94443  -3.49698  -1.57631  0.35
H  -3.28181  -3.94312  -1.11369  0.40
H  -4.19724  -5.20555  -3.16362  0.39
H  -2.67159  -4.31740  -3.46102  0.31
H  -4.59838  -1.82311  -5.25660  0.41
H  -2.92835  -2.18670  -4.72648  0.31
H  -5.28711  -1.43244  -2.91752  0.34
H  -3.87679  -0.38856  -3.25709  0.26

Entry 3:
Density functional theory data (the ωB97M-V functional and the def2-TZVPD basis) for a molecular structure, C21H17FNNaO4S2.

As for the spin multiplicity: 1. The value obtained for the HOMO energy is -4.51 eV. The LUMO energy is -1.00 eV. Its relative energy (zero: lowest compared OMol25 entry of this formula, charge and spin) is 5.64 kcal per mole. Its net charge is 0. The HOMO-LUMO gap is 3.512 eV.

Each line ends with the Mulliken charge.
CARTESIAN COORDINATES (ANGSTROEM)
C  3.83369  1.81204  2.63903  -0.44
C  3.17049  2.90494  2.07439  -0.57
C  2.74015  2.84947  0.74802  -0.12
C  2.90684  1.66217  0.03543  -0.09
S  2.30071  1.57843  -1.64879  1.29
N  0.81794  0.46952  -1.68758  -0.09
F  0.84805  -0.39101  -0.36924  -0.15
S  1.07948  -0.52040  -3.13477  1.38
C  -0.36877  -1.59520  -3.15016  -0.48
C  -0.65287  -2.29545  -1.98001  -0.16
C  -1.84816  -3.00783  -1.88564  -0.41
C  -2.72919  -3.00247  -2.96769  -0.57
C  -2.40372  -2.35466  -4.16235  -0.54
C  -1.20941  -1.62816  -4.27288  -0.25
O  0.90455  0.50357  -4.13683  -0.62
O  2.21102  -1.40983  -3.10304  -0.58
O  1.73332  2.85846  -2.00745  -0.67
O  3.38485  0.98380  -2.39169  -0.58
C  3.64590  0.59580  0.55180  -0.29
C  4.06647  0.65806  1.88246  -0.50
H  4.17377  1.86204  3.67269  0.39
H  2.97356  3.80276  2.65932  0.39
H  2.27110  3.69865  0.25114  0.43
H  0.05805  -2.24464  -1.15583  0.64
H  -2.01036  -3.60871  -0.98816  0.40
H  -3.65952  -3.56413  -2.89694  0.41
H  -3.05550  -2.43708  -5.03600  0.39
H  -0.88670  -1.13466  -5.19565  0.45
H  3.84856  -0.26965  -0.08019  0.42
H  4.56867  -0.20517  2.32018  0.38
C  -3.04355  1.06716  1.37796  -0.73
Na  -1.92750  -0.00235  -2.08779  0.82
C  -2.97339  -1.25632  1.43109  -0.93
C  -1.77405  -0.76426  0.87623  -0.63
C  -1.70719  0.61907  1.35760  0.80
C  -3.54034  -0.06858  2.11446  0.00
C  -3.27672  0.16364  3.50865  -0.60
C  -2.02577  0.73231  3.79322  -0.59
C  0.31832  0.97425  2.75000  -1.03
C  -1.03280  0.84722  2.70672  0.55
H  -3.48102  2.00497  1.07567  0.38
H  -3.30635  -2.30110  1.52106  0.38
H  -0.94029  -1.32090  0.42885  0.64
H  -3.96539  -0.20796  4.25473  0.42
H  -1.68332  0.94327  4.80252  0.40
H  0.79995  1.07459  3.70191  0.29
H  0.84644  0.92432  1.80354  -0.01

Entry 4:
Density functional theory data (the ωB97M-V functional and the def2-TZVPD basis) for a molecular structure, C24H19AuO6PS2.

As for the spin multiplicity: 1. The value obtained for the HOMO energy is -5.44 eV. The LUMO energy is 2.56 eV. Its relative energy (zero: lowest compared OMol25 entry of this formula, charge and spin) is 46.97 kcal per mole. Its net charge is -1. The HOMO-LUMO gap is 7.997 eV.

Each line ends with the Mulliken charge.
CARTESIAN COORDINATES (ANGSTROEM)
Au  -0.09851  -0.46643  -0.31735  0.37
O  3.14005  -3.17784  -0.10090  -0.75
S  2.33348  -2.29092  0.70835  1.60
O  2.93140  -1.82666  1.92392  -0.66
O  1.84132  -1.15618  -0.16300  -0.76
C  0.86938  -3.27683  1.13167  -0.14
C  0.91666  -4.58208  0.63503  -0.49
C  -0.04310  -5.51817  0.97175  -0.55
C  -1.06580  -5.16408  1.84072  -0.60
C  -1.13407  -3.86845  2.31428  -0.75
C  -0.19761  -2.89882  1.94897  0.17
S  -0.68624  -1.24775  2.52215  1.52
O  -0.63274  -1.34201  3.96533  -0.82
O  -2.05427  -1.17615  1.99312  -0.54
O  0.19875  -0.28153  1.90430  -0.73
H  1.75133  -4.84917  0.00417  0.55
H  0.02374  -6.52421  0.57588  0.37
H  -1.81405  -5.88913  2.13844  0.39
H  -1.93974  -3.56567  2.96981  0.53
C  -5.83491  -1.61785  0.90699  -0.52
C  -4.59128  -2.17961  1.13931  -0.47
C  -3.44508  -1.56818  0.64395  0.04
C  -3.55171  -0.39483  -0.08779  -0.08
C  -4.80585  0.17485  -0.31550  -0.18
C  -5.94398  -0.43594  0.17863  -0.76
P  -2.07591  0.40388  -0.76954  1.20
C  -2.35588  0.37992  -2.57810  0.53
C  -3.29187  -0.46720  -3.16480  -0.31
C  -3.38756  -0.56304  -4.54672  -0.68
C  -2.54876  0.18152  -5.36045  -0.46
C  -1.59378  1.00883  -4.78499  -0.68
C  -1.48850  1.09365  -3.40643  -0.70
C  -2.29406  2.13483  -0.23379  0.32
C  -2.38812  2.32056  1.14791  -0.36
C  -2.51935  3.59698  1.66838  -0.69
C  -2.56036  4.69849  0.82364  -0.47
C  -2.46634  4.51709  -0.54679  -0.69
C  -2.32900  3.23990  -1.07562  -0.21
H  -6.72524  -2.09240  1.30035  0.39
H  -4.49988  -3.09005  1.71719  0.38
H  -2.46555  -1.98496  0.84752  0.08
H  -4.88790  1.09948  -0.87554  0.44
H  -6.91523  0.00918  0.00363  0.38
H  -3.95418  -1.05680  -2.54524  0.32
H  -4.11968  -1.22996  -4.98423  0.39
H  -2.62445  0.10407  -6.43754  0.37
H  -0.91260  1.57334  -5.40866  0.38
H  -0.69327  1.68984  -2.97488  0.54
H  -2.31077  1.47074  1.81754  0.18
H  -2.57356  3.72667  2.74140  0.42
H  -2.65878  5.69594  1.23348  0.36
H  -2.49783  5.36874  -1.21480  0.40
H  -2.27666  3.12612  -2.14960  0.44